(1)
DFT (ωB97M-V/def2-TZVPD) results for one molecule with the formula C6H6O.

Values from the calculation:
**Molecular weight**: 94.113 g mol⁻¹
**SMILES**: C#CC[C@H](O)C#C
**ΔE to the lowest compared entry with this formula, charge and spin**: 536.86 kJ/mol
**E**: -307.25895 Ha
**Lowest unoccupied orbital energy**: 0.7 eV

The geometry in XYZ format:
```
13
Properties=species:S:1:pos:R:3:nbo_charge:R:1
O -0.1740 0.7552 2.3564 -0.696
C -0.4628 0.6953 0.9814 0.058
C 0.8752 0.5889 0.1452 -0.507
C 0.7112 -0.1219 -1.1098 0.082
C 0.5388 -0.7680 -2.1134 -0.314
C -1.2910 -0.4374 0.4993 -0.108
C -1.5609 -1.2178 -0.3981 -0.216
H -0.2339 -0.1435 2.7026 0.477
H -0.9353 1.6519 0.7323 0.205
H 1.6208 0.0667 0.7567 0.248
H 1.2707 1.5873 -0.0827 0.251
H 0.7178 -1.1436 -3.0855 0.249
H -1.0767 -1.5129 -1.3844 0.270
```


(2)
DFT (ωB97M-V/def2-TZVPD) results for one molecule with the formula C6H6O.

Values from the calculation:
**Molecular weight**: 94.113 g mol⁻¹
**ΔE to the lowest compared entry with this formula, charge and spin**: 512.46 kJ/mol
**E**: -307.26825 Ha
**Lowest unoccupied orbital energy**: 0.8 eV

The geometry in XYZ format:
```
13
Properties=species:S:1:pos:R:3:nbo_charge:R:1
C 1.6873 1.8975 -0.5112 -0.271
C 1.0362 0.9592 -0.1375 0.086
C 0.0866 -0.0707 0.2252 -0.359
C -1.3436 0.4720 0.2629 -0.587
C 0.2310 -0.8699 1.5588 0.333
O 0.1736 -2.0220 0.9089 -0.459
C 0.2606 -1.4472 -0.4150 -0.050
H 2.2383 2.7359 -0.8661 0.237
H -2.0303 -0.2601 -0.1308 0.213
H -1.4455 1.3940 -0.2873 0.233
H -1.6163 0.6580 1.2911 0.231
H 1.2495 -1.6287 -0.8346 0.202
H -0.5272 -1.8180 -1.0644 0.190
```


Please write out number 2 again, unchanged.
DFT (ωB97M-V/def2-TZVPD) results for one molecule with the formula C6H6O.

Values from the calculation:
**Molecular weight**: 94.113 g mol⁻¹
**ΔE to the lowest compared entry with this formula, charge and spin**: 512.46 kJ/mol
**E**: -307.26825 Ha
**Lowest unoccupied orbital energy**: 0.8 eV

The geometry in XYZ format:
```
13
Properties=species:S:1:pos:R:3:nbo_charge:R:1
C 1.6873 1.8975 -0.5112 -0.271
C 1.0362 0.9592 -0.1375 0.086
C 0.0866 -0.0707 0.2252 -0.359
C -1.3436 0.4720 0.2629 -0.587
C 0.2310 -0.8699 1.5588 0.333
O 0.1736 -2.0220 0.9089 -0.459
C 0.2606 -1.4472 -0.4150 -0.050
H 2.2383 2.7359 -0.8661 0.237
H -2.0303 -0.2601 -0.1308 0.213
H -1.4455 1.3940 -0.2873 0.233
H -1.6163 0.6580 1.2911 0.231
H 1.2495 -1.6287 -0.8346 0.202
H -0.5272 -1.8180 -1.0644 0.190
```


> Which of these has the highest E?

number 1


What did the first record say?
DFT (ωB97M-V/def2-TZVPD) results for one molecule with the formula C6H6O.

Values from the calculation:
**Molecular weight**: 94.113 g mol⁻¹
**SMILES**: C#CC[C@H](O)C#C
**ΔE to the lowest compared entry with this formula, charge and spin**: 536.86 kJ/mol
**E**: -307.25895 Ha
**Lowest unoccupied orbital energy**: 0.7 eV

The geometry in XYZ format:
```
13
Properties=species:S:1:pos:R:3:nbo_charge:R:1
O -0.1740 0.7552 2.3564 -0.696
C -0.4628 0.6953 0.9814 0.058
C 0.8752 0.5889 0.1452 -0.507
C 0.7112 -0.1219 -1.1098 0.082
C 0.5388 -0.7680 -2.1134 -0.314
C -1.2910 -0.4374 0.4993 -0.108
C -1.5609 -1.2178 -0.3981 -0.216
H -0.2339 -0.1435 2.7026 0.477
H -0.9353 1.6519 0.7323 0.205
H 1.6208 0.0667 0.7567 0.248
H 1.2707 1.5873 -0.0827 0.251
H 0.7178 -1.1436 -3.0855 0.249
H -1.0767 -1.5129 -1.3844 0.270
```